{"formula": "C4H4FeLiO5", "method": "ωB97M-V/def2-TZVPD", "energy_ev": -49037.2831, "multiplicity": 5, "de_lowest_kcal_mol": 0.00, "s_squared": 6.0096, "total_charge": 1, "gap_ev": [8.30, 8.88], "species": ["O", "C", "O", "O", "C", "C", "H", "H", "H", "H", "O", "O", "C", "Li", "Fe"], "positions_angstrom": [[1.897, -1.344, -0.964], [1.554, -0.169, -0.751], [1.598, 0.699, -1.709], [1.149, 0.164, 0.455], [1.013, 1.552, 0.905], [-0.092, 2.347, 0.234], [1.991, 2.033, 0.756], [0.874, 1.413, 1.986], [-1.090, 2.026, 0.573], [0.016, 3.383, 0.602], [-3.252, 3.732, -3.135], [-1.050, 3.037, -3.000], [-2.150, 3.407, -3.154], [2.284, -0.834, -2.824], [0.340, 2.182, -1.785]], "nbo_charge": [-0.74, 0.98, -0.97, -0.48, -0.10, -0.98, 0.18, 0.22, 0.23, 0.23, -0.38, -0.66, 1.09, 0.97, 1.40]}